Formula: C59H60N2O6PPdSSiTe
Source: OMol25
Level of theory: ωB97M-V/def2-TZVPD

Each line ends with the Löwdin charge.
CARTESIAN COORDINATES (ANGSTROEM)
Pd  0.65667  -0.48482  1.24531  0.930
C  -4.80827  4.62423  3.96039  -0.051
C  -3.74596  4.12809  3.01645  -0.262
C  -3.45333  4.80985  1.82186  0.018
C  -2.47866  4.40496  0.93905  -0.072
C  -2.34197  5.12298  -0.35859  -0.282
O  -2.23076  4.52312  -1.41372  0.069
C  -2.36945  6.62268  -0.35986  -0.154
C  -1.93734  7.36443  0.73634  -0.032
C  -1.91536  8.75067  0.67670  -0.072
C  -2.34083  9.40078  -0.47236  -0.078
C  -2.77702  8.66527  -1.56809  -0.071
C  -2.78086  7.28213  -1.51574  -0.019
C  -1.60982  3.28772  1.23375  -0.310
O  -0.61884  2.99994  0.51132  -0.052
C  -1.97802  2.54994  2.42739  -0.103
C  -3.01740  2.99096  3.26672  0.000
C  -1.34340  1.27164  2.63991  -0.181
N  -0.05668  1.08175  2.47879  -0.015
C  0.87060  2.20577  2.67314  -0.254
C  1.93401  2.33234  1.61112  -0.360
Te  3.15304  0.60342  1.33145  1.897
C  3.43297  1.08516  -0.76008  -0.433
C  4.10500  0.13653  -1.52535  -0.126
C  4.48825  0.43626  -2.82585  -0.056
C  4.22684  1.69119  -3.35689  -0.063
C  3.59183  2.65387  -2.58174  -0.087
C  3.17698  2.35058  -1.28748  -0.137
C  -2.15109  0.09399  3.03111  -0.181
C  -1.55651  -0.94404  3.75344  -0.039
C  -2.28107  -2.07582  4.08588  -0.062
C  -3.61773  -2.17434  3.71677  -0.065
C  -4.22554  -1.13363  3.02804  -0.061
C  -3.49831  -0.00315  2.68632  -0.026
H  -5.39072  5.42417  3.50362  0.075
H  -4.37627  5.01879  4.88243  0.081
H  -5.50173  3.82906  4.23963  0.079
H  -4.04037  5.68884  1.57271  0.129
H  -1.60959  6.85495  1.63348  0.116
H  -1.57102  9.32257  1.52845  0.105
H  -2.33313  10.48235  -0.51539  0.106
H  -3.11418  9.17490  -2.46134  0.105
H  -3.10848  6.69320  -2.36229  0.116
H  -3.23692  2.40487  4.15466  0.133
H  1.31641  2.06098  3.66057  0.111
H  0.33490  3.15145  2.68036  0.124
H  2.60287  3.17120  1.81359  0.085
H  1.42279  2.48866  0.66520  0.018
H  4.31740  -0.84375  -1.11879  0.099
H  5.00001  -0.30884  -3.42039  0.110
H  4.54058  1.92984  -4.36509  0.114
H  3.42521  3.64939  -2.97688  0.118
H  2.68249  3.12119  -0.70861  0.103
H  -0.52189  -0.85771  4.05905  0.083
H  -1.80494  -2.87830  4.63447  0.110
H  -4.18607  -3.05906  3.97370  0.109
H  -5.26804  -1.20565  2.74651  0.110
H  -3.96215  0.78551  2.11040  0.127
O  2.17560  -1.62215  -0.19584  -0.471
S  2.44798  -2.76372  0.76181  0.452
O  3.69757  -2.52599  1.45711  -0.352
O  1.26656  -2.89945  1.59967  -0.347
C  2.62391  -4.26394  -0.16217  -0.270
C  3.72467  -5.04912  0.16415  -0.047
C  3.91697  -6.25711  -0.48379  -0.053
C  3.02339  -6.66364  -1.46313  -0.048
C  1.94045  -5.86449  -1.79068  -0.075
C  1.70948  -4.65014  -1.14710  -0.359
P  0.27858  -3.59445  -1.65107  1.166
C  -0.99840  -4.90684  -1.78937  -0.363
C  -1.97958  -4.97688  -2.77492  -0.093
C  -3.00722  -5.90845  -2.69552  -0.080
C  -3.08660  -6.77619  -1.61878  -0.084
C  -2.13077  -6.70020  -0.61501  -0.075
C  -1.10292  -5.77534  -0.69790  -0.102
C  0.87048  -3.13385  -3.33711  -0.323
C  0.02359  -2.73839  -4.37459  -0.108
C  0.52769  -2.24807  -5.57252  -0.096
C  1.89520  -2.10834  -5.75647  -0.098
C  2.75198  -2.45828  -4.72235  -0.085
C  2.24733  -2.96058  -3.53134  -0.091
H  4.41648  -4.70540  0.92010  0.112
H  4.76585  -6.87631  -0.22601  0.113
H  3.17220  -7.60306  -1.97956  0.113
H  1.25439  -6.18541  -2.56510  0.121
H  -1.96736  -4.31221  -3.62394  0.075
H  -3.74816  -5.95186  -3.48373  0.106
H  -3.88603  -7.50278  -1.55874  0.105
H  -2.18238  -7.36561  0.23739  0.107
H  -0.37509  -5.72833  0.10412  0.109
H  -1.04839  -2.79819  -4.26518  0.077
H  -0.15829  -1.98077  -6.36743  0.109
H  2.28783  -1.73915  -6.69536  0.106
H  3.82373  -2.36619  -4.85036  0.103
H  2.94290  -3.23864  -2.75063  0.099
C  0.34502  1.18867  -4.35924  0.018
N  0.37288  1.64541  -2.94021  -0.137
C  -0.74584  2.59664  -2.61773  0.014
C  0.55279  0.54760  -1.91763  -0.085
C  -0.65301  -0.20642  -1.48026  -0.232
C  -1.65604  -0.62083  -2.35709  -0.063
C  -2.71507  -1.39672  -1.92946  -0.073
C  -2.76274  -1.82017  -0.61300  -0.066
C  -1.76078  -1.44557  0.26994  -0.104
C  -0.71849  -0.63282  -0.15840  -0.176
H  0.68784  2.01184  -4.98252  0.110
H  -0.67300  0.93610  -4.63696  0.094
H  0.99616  0.32482  -4.47522  0.086
H  1.23891  2.17660  -2.83877  0.123
H  -1.63915  2.03445  -2.37664  0.102
H  -0.91407  3.23160  -3.48298  0.109
H  -0.48436  3.17988  -1.73855  0.073
H  0.95920  1.05025  -1.04814  0.083
H  1.32693  -0.11734  -2.30947  0.130
H  -1.60948  -0.34630  -3.40303  0.096
H  -3.49114  -1.68291  -2.62793  0.114
H  -3.56474  -2.45862  -0.26474  0.116
H  -1.76651  -1.86965  1.26261  0.095
C  1.89463  -0.02909  5.63267  -0.149
Si  2.73012  -1.00685  4.27778  0.336
C  2.32503  -2.80587  4.44074  -0.152
C  4.57184  -0.72282  4.31547  -0.174
O  2.13350  -0.30469  2.84821  -0.714
H  1.95800  -0.56687  6.58162  0.043
H  0.83692  0.14322  5.41840  0.020
H  2.36836  0.94584  5.77297  0.038
H  2.57193  -3.12262  5.45834  0.047
H  2.89467  -3.41101  3.73765  0.026
H  1.26565  -3.00459  4.26805  0.030
H  4.96193  -0.89828  5.32065  0.044
H  4.84107  0.30281  4.04768  0.019
H  5.08826  -1.39921  3.63098  0.035

Results
Charge ... +1
Highest occupied orbital energy ... -9.15 eV
E_tot ... -4269.91928 hartree
Frontier orbital gap ... 0.1672 hartree



Formula: C59H67AsGeN4O5RbS2Si3
Source: OMol25
Level of theory: ωB97M-V/def2-TZVPD

Each line ends with the Löwdin charge.
CARTESIAN COORDINATES (ANGSTROEM)
Rb  0.11796  -0.13607  0.42431  0.859
O  -2.58519  0.65744  -2.35735  -0.256
C  -3.43915  1.58487  -1.90353  -0.350
C  -3.69037  2.73149  -2.67232  -0.037
C  -4.55654  3.72568  -2.25170  -0.098
C  -5.21716  3.60084  -1.03980  -0.112
C  -4.97486  2.47914  -0.26717  -0.062
C  -4.08392  1.47129  -0.64884  -0.149
C  -3.89493  0.40674  0.35054  -0.134
N  -2.79565  -0.18657  0.59678  -0.028
N  -2.82875  -0.91026  1.79359  0.031
C  -1.89807  -1.84289  1.87525  -0.583
O  -1.10749  -2.26580  1.00102  -0.251
C  -1.72457  -2.39648  3.27762  -0.135
C  -2.70691  -2.29060  4.25643  -0.046
C  -2.46658  -2.74616  5.54540  -0.109
C  -1.23354  -3.28865  5.87556  -0.116
C  -0.24466  -3.38925  4.90525  -0.084
C  -0.49418  -2.95922  3.61149  -0.026
H  -3.18651  2.81218  -3.62606  0.087
H  -4.70845  4.60030  -2.87401  0.097
H  -5.89261  4.37246  -0.69184  0.092
H  -5.47057  2.37687  0.69280  0.105
H  -4.74130  0.25086  1.02845  0.110
H  -3.64882  -1.82897  3.99304  0.096
H  -3.24163  -2.65893  6.29914  0.087
H  -1.04076  -3.62316  6.88881  0.087
H  0.73255  -3.78673  5.15450  0.099
H  0.26370  -3.01977  2.84192  0.106
S  4.51677  -4.68492  -1.58163  1.026
C  5.89359  -5.61301  -2.02014  -0.454
C  6.82925  -5.60763  -1.02955  -0.227
C  6.43372  -4.84827  0.09808  -0.152
C  5.18766  -4.27068  -0.04304  -0.483
C  4.47767  -3.44221  0.90546  -0.234
C  3.36047  -2.67521  0.53626  -0.133
N  2.65886  -1.88269  1.30753  0.104
C  3.06495  -1.75070  2.62076  -0.165
C  4.19175  -2.49675  3.10392  -0.165
C  4.58596  -2.35568  4.48299  -0.051
C  3.93360  -1.52667  5.31596  -0.051
C  2.80801  -0.75345  4.86214  -0.165
C  2.12784  0.08871  5.72050  -0.013
C  1.01929  0.80794  5.25842  -0.234
C  0.68974  0.62080  3.90312  -0.124
N  1.29625  -0.16393  3.05468  0.051
C  2.37903  -0.88591  3.50005  -0.171
C  0.22428  1.68914  6.08935  -0.487
C  -1.06369  2.13442  5.89222  -0.144
C  -1.51347  3.00609  6.91450  -0.214
C  -0.57965  3.21941  7.88421  -0.461
S  0.86455  2.35211  7.55313  1.002
C  4.87871  -3.33624  2.25169  0.003
H  5.94849  -6.09605  -2.98149  0.046
H  7.77644  -6.12424  -1.10302  0.087
H  7.05070  -4.70939  0.97313  0.091
H  3.03119  -2.70961  -0.50048  0.081
H  5.43494  -2.93669  4.82935  0.101
H  4.23919  -1.41971  6.35202  0.102
H  2.45272  0.15066  6.75458  0.094
H  -0.15759  1.17829  3.50447  0.090
H  -1.67553  1.81011  5.06317  0.108
H  -2.50151  3.44465  6.92795  0.092
H  -0.68072  3.81846  8.77408  0.044
H  5.71223  -3.91175  2.63786  0.102
C  1.01670  0.05614  -6.12304  -0.203
Si  1.00710  -1.50726  -5.05705  0.414
C  0.70527  -2.89612  -6.31881  -0.226
C  2.70700  -1.81772  -4.29932  -0.210
Ge  -0.57327  -1.24460  -3.23800  0.858
Si  -2.85787  -0.40471  -3.86646  0.294
C  -4.71952  -0.60872  -3.43074  -0.164
C  -2.87233  -2.09113  -4.90113  -0.274
C  -2.63439  0.81784  -5.30749  -0.182
Si  -0.81244  -3.39844  -2.11255  0.412
C  -0.72130  -4.69903  -3.49910  -0.226
C  0.56470  -3.93186  -0.95888  -0.201
C  -2.54871  -3.54023  -1.41046  -0.196
H  1.84244  0.00914  -6.84231  0.025
H  1.11143  0.98001  -5.55694  0.006
H  0.08372  0.11818  -6.68629  0.016
H  1.43161  -2.75824  -7.12794  0.020
H  -0.28752  -2.85875  -6.76543  0.011
H  0.85440  -3.89549  -5.90865  0.007
H  3.47396  -1.71566  -5.07623  0.025
H  2.77418  -2.83275  -3.90335  0.010
H  2.94288  -1.12453  -3.49299  0.021
H  -5.21527  -1.21017  -4.19503  0.015
H  -5.26634  0.32932  -3.32443  0.023
H  -4.82230  -1.13808  -2.47833  0.030
H  -3.23479  -2.94382  -4.32209  0.004
H  -1.93862  -2.38414  -5.38402  -0.028
H  -3.60308  -1.91867  -5.70095  0.019
H  -1.85351  1.55542  -5.14004  0.000
H  -3.56958  1.35327  -5.49832  0.027
H  -2.38156  0.27379  -6.22000  0.016
H  0.29858  -4.79555  -3.88219  0.010
H  -1.40232  -4.56539  -4.33905  0.012
H  -0.97109  -5.65223  -3.01544  0.025
H  1.48631  -4.06145  -1.53000  -0.003
H  0.27507  -4.92425  -0.59065  0.044
H  0.72800  -3.29793  -0.09355  -0.005
H  -3.29397  -3.30918  -2.17384  0.007
H  -2.70094  -2.88586  -0.55562  0.008
H  -2.70732  -4.57823  -1.09770  0.033
C  1.22080  4.62964  0.08810  -0.304
As  0.19759  3.40424  1.22238  1.164
C  -0.03412  4.59372  2.76440  -0.322
C  -1.58777  3.56961  0.37042  -0.330
C  -2.08684  4.94773  0.11732  -0.298
C  -1.79326  5.60058  -1.07910  -0.057
C  -2.24817  6.88736  -1.31746  -0.092
C  -3.00758  7.55128  -0.36398  -0.116
C  -3.30726  6.91299  0.83008  -0.100
C  -2.85135  5.62455  1.06761  -0.061
H  0.76540  5.62036  0.05586  0.018
H  1.28903  4.20393  -0.91170  0.006
H  2.22697  4.69748  0.50207  0.021
H  -0.38878  5.58520  2.47717  0.013
H  0.93585  4.68102  3.25620  0.018
H  -0.72725  4.15437  3.48258  0.007
H  -2.27062  3.00089  1.00595  0.073
H  -1.51668  3.00762  -0.56434  0.059
H  -1.21270  5.08425  -1.83504  0.096
H  -2.01372  7.37365  -2.25700  0.096
H  -3.37094  8.55448  -0.55125  0.088
H  -3.90415  7.41434  1.58325  0.093
H  -3.09834  5.12444  1.99683  0.114
O  3.33481  2.11394  -3.45099  0.079
C  2.12921  2.70946  -3.69579  -0.279
C  2.00573  3.78272  -4.56561  -0.033
C  0.75922  4.35000  -4.79175  -0.089
C  -0.36198  3.83729  -4.15968  -0.098
C  -0.23159  2.74706  -3.30699  -0.026
C  1.00813  2.17927  -3.06304  -0.075
C  1.16409  1.09507  -2.02494  -0.631
O  1.68100  1.41561  -0.96791  -0.085
O  0.77082  -0.10010  -2.32629  -0.300
H  4.01644  2.57089  -3.95370  0.104
H  2.88673  4.16995  -5.06732  0.108
H  0.66837  5.19050  -5.46880  0.097
H  -1.33831  4.27170  -4.33325  0.100
H  -1.10446  2.31941  -2.82607  0.091

Results
Charge ... -2
Highest occupied orbital energy (spin up / spin down) ... -0.04 / -2.77 eV
E_tot ... -8885.53870 hartree
2S+1 ... 2
Frontier orbital gap (spin up / spin down) ... 0.1319 / 0.2323 hartree
Energy relative to the best compared isomer or geometry (same formula, charge and spin) ... 13.9 kcal per mole